Molecular formula: C4H6EuO5
Method: DFT, the ωB97M-V functional and the def2-TZVPD basis

Geometry (Å):
O: -2.0053 2.8144 1.9651
C: -1.3870 1.7453 1.5221
O: -1.8221 1.3430 0.2965
O: -0.5354 1.1694 2.1337
H: -2.5746 3.2422 1.3119
Eu: -2.9456 2.4563 -1.8489
H: -2.1397 0.4040 0.3685
C: 1.3072 -2.0883 1.6904
C: 0.4646 -3.0519 1.3144
O: -0.1248 -3.9570 2.1675
C: 0.5453 -4.4212 3.2134
O: -0.3301 -5.1160 3.8887
H: 1.7460 -1.4568 0.9189
H: 1.5974 -1.9515 2.7323
H: 0.2323 -3.2837 0.2751
H: 0.0927 -5.4788 4.6764

The highest occupied orbital energy (alpha / beta) is -12.64 / -12.64 eV. As for the multiplicity: 8. For the HOMO-LUMO gap (alpha / beta), the calculation gives 1.5196 / 1.7710 eV. The value obtained for the energy above the lowest of the compared OMol25 structures with the same formula, charge and spin is 0.00 kcal per mole. Its charge is +2.

These are the Mulliken partial charges, in e, on atoms 1 to 5:
1. O -0.313
2. C 0.605
3. O -0.479
4. O -0.318
5. H 0.209